C19H18F3O4STc as an isolated structure in a non-equilibrium geometry. Source: the OMol25 dataset; level of theory: ωB97M-V/def2-TZVPD.

Computed properties:
multiplicity: 4
Kohn-Sham gap (alpha / beta): 8.69 / 2.89 eV
energy: -1813.9128 Eh
ΔE to the lowest compared entry with this formula, charge and spin: 0.00 kcal/mol
⟨S²⟩: 3.78
net charge: +1

Last column: Mulliken charge in e.
Cartesian coordinates (Å):
C1 2.716 -0.135 1.215  -0.801
C2 2.493 1.160 0.640  0.235
C3 1.272 1.680 1.197  -1.024
H1 3.170 1.647 -0.049  0.456
C4 0.684 0.659 2.029  -0.177
C5 1.579 -0.474 2.043  -0.591
H2 1.435 -1.395 2.594  0.543
H3 3.641 -0.681 1.107  0.772
H4 0.886 2.681 1.025  0.591
H5 -0.244 0.727 2.588  0.410
C6 0.862 -1.297 -2.157  -0.690
C7 2.148 -1.251 -1.512  0.010
C8 2.047 -2.042 -0.308  -0.654
H6 3.060 -0.819 -1.906  0.495
C9 0.661 -2.393 -0.111  -0.342
C10 -0.059 -1.950 -1.285  -0.558
H7 -1.117 -2.129 -1.478  0.472
H8 0.666 -0.920 -3.160  0.499
H9 2.879 -2.388 0.276  0.726
H10 0.257 -2.952 0.725  0.441
Tc1 0.974 -0.272 0.005  0.136
O1 -1.899 0.585 0.449  -0.223
C11 -2.077 1.884 -0.134  -0.307
C12 -2.997 1.490 0.995  -0.192
H11 -1.304 2.616 0.092  0.107
H12 -2.519 1.862 -1.133  0.251
H13 -2.784 1.914 1.978  0.403
H14 -5.098 1.837 2.640  0.323
C13 -5.408 1.460 1.663  -0.485
C14 -4.392 1.159 0.713  0.811
C15 -4.767 0.631 -0.536  -0.376
H15 -3.986 0.364 -1.255  0.218
C16 -6.117 0.471 -0.850  -0.594
H16 -6.388 0.073 -1.829  0.360
C17 -7.112 0.806 0.075  -0.437
H17 -8.160 0.673 -0.176  0.379
C18 -6.753 1.301 1.335  -0.537
H18 -7.519 1.562 2.067  0.373
F1 7.479 -2.326 -1.060  -0.204
C19 6.299 -1.844 -1.503  0.702
F2 6.283 -1.875 -2.853  -0.212
F3 5.299 -2.648 -1.049  -0.179
S1 6.024 -0.089 -0.863  1.121
O2 5.855 -0.328 0.572  -0.447
O3 7.227 0.625 -1.265  -0.360
O4 4.804 0.339 -1.548  -0.442